# 1
C40H68BGeN10NiS3 as an isolated structure, computed with ωB97M-V/def2-TZVPD.

Results
Strongest force on any atom   1.45 eV/Å
Charge   +3
Lowest unoccupied orbital energy (spin up / spin down)   -9.07 / -10.14 eV

Geometry (Å):
Ni  -0.163  0.524  0.069
C  -2.412  4.658  2.012
C  -1.316  3.769  2.518
C  -0.399  4.153  3.442
C  0.673  3.298  3.834
N  0.726  2.059  3.416
N  -0.224  1.675  2.533
B  -0.280  0.220  2.087
N  -1.661  -0.450  2.370
N  -2.004  -0.365  3.675
C  -3.136  -0.919  4.044
C  -3.916  -1.643  3.102
C  -3.575  -1.704  1.790
C  -4.392  -2.405  0.743
C  -2.394  -1.022  1.432
S  -1.924  -0.859  -0.220
C  -3.641  -0.726  5.467
C  -4.934  0.107  5.372
C  -3.948  -2.098  6.089
C  -2.627  0.013  6.329
N  0.845  -0.775  2.555
N  1.100  -0.842  3.859
C  1.744  -1.915  4.312
C  1.941  -3.021  3.467
C  1.753  -2.916  2.110
C  1.992  -4.081  1.183
C  1.281  -1.681  1.665
S  1.259  -1.252  -0.045
C  2.253  -1.877  5.747
C  1.109  -1.532  6.704
C  3.323  -0.774  5.807
C  2.889  -3.206  6.152
C  -1.127  2.481  1.981
S  -1.949  1.928  0.559
C  1.810  3.845  4.686
C  2.610  2.718  5.330
C  1.269  4.782  5.775
C  2.722  4.630  3.722
H  -2.333  5.655  2.441
H  -3.394  4.250  2.271
H  -2.378  4.743  0.922
H  -0.456  5.150  3.860
H  -4.826  -2.131  3.433
H  -5.275  -2.866  1.178
H  -3.807  -3.184  0.245
H  -4.716  -1.700  -0.030
H  -5.720  -0.415  4.817
H  -4.750  1.071  4.888
H  -5.313  0.300  6.378
H  -4.730  -2.638  5.550
H  -4.302  -1.955  7.112
H  -3.054  -2.728  6.127
H  -2.388  0.999  5.919
H  -1.702  -0.552  6.414
H  -3.043  0.148  7.330
H  2.272  -3.965  3.888
H  2.844  -4.671  1.512
H  2.148  -3.779  0.151
H  1.115  -4.736  1.206
H  0.673  -0.565  6.451
H  1.496  -1.479  7.724
H  0.327  -2.297  6.681
H  2.882  0.199  5.607
H  4.124  -0.954  5.083
H  3.769  -0.759  6.803
H  2.163  -4.027  6.177
H  3.293  -3.103  7.160
H  3.723  -3.485  5.499
H  1.993  2.159  6.040
H  3.457  3.142  5.872
H  2.992  2.026  4.578
H  0.490  4.299  6.375
H  0.872  5.717  5.373
H  2.086  5.049  6.448
H  3.146  3.968  2.958
H  3.543  5.080  4.285
H  2.176  5.438  3.220
C  2.745  7.420  -1.072
C  2.092  6.144  -0.545
C  0.893  6.463  0.351
C  1.674  5.303  -1.744
N  1.285  3.898  -1.388
C  0.644  3.002  -2.151
N  0.533  1.903  -1.455
N  1.120  2.149  -0.263
N  1.563  3.355  -0.205
H  3.037  8.063  -0.241
H  2.051  7.987  -1.704
H  3.640  7.204  -1.659
H  2.828  5.580  0.032
H  0.129  7.013  -0.210
H  1.203  7.097  1.186
H  0.436  5.558  0.767
H  2.476  5.240  -2.477
H  0.805  5.748  -2.224
H  0.289  3.178  -3.160
C  8.039  -0.522  1.140
C  6.523  -0.681  1.035
C  6.113  -1.676  -0.053
C  4.623  -2.055  -0.017
Ge  3.531  -0.476  -0.166
C  3.579  0.459  -1.856
C  2.641  -0.134  -2.920
C  2.995  -1.574  -3.304
C  2.339  -2.008  -4.613
H  8.311  0.256  1.856
H  8.476  -0.259  0.173
H  8.502  -1.454  1.469
H  6.073  0.300  0.822
H  6.112  -1.009  1.998
H  6.692  -2.596  0.052
H  6.371  -1.264  -1.034
H  4.377  -2.569  0.914
H  4.361  -2.713  -0.849
H  3.468  0.408  1.088
H  4.614  0.369  -2.199
H  3.398  1.516  -1.662
H  2.690  0.494  -3.813
H  1.601  -0.103  -2.579
H  2.683  -2.254  -2.503
H  4.081  -1.666  -3.389
H  1.258  -1.833  -4.594
H  2.505  -3.068  -4.812
H  2.752  -1.446  -5.453

Mulliken atomic charge list, values in e, 5 entries: -0.693, -2.054, 0.010, -0.218, -0.311

---

# 2
A 8-piece molecular cluster, C40H69ClI2N3O22PS overall, computed with ωB97M-V/def2-TZVPD.

Results
SMILES   CNCc1nc2c(CCO)c(I)c([PH2]=S)c(I)c2nc1Cl.CCOC(=O)OC.CCOC(=O)OC.CCOC(=O)OC.CCOC(=O)OC.CCOC(=O)OC.CCOC(=O)OC.CCOC(=O)OC
Strongest force on any atom   1.55 eV/Å
Energy above the lowest of the compared OMol25 structures with the same formula, charge and spin   0.000 eV
Charge   0
Lowest unoccupied orbital energy   -1.17 eV

Geometry (Å):
C  6.163  1.496  -0.422
N  6.776  2.573  0.373
C  6.106  2.891  1.636
C  4.620  2.622  1.628
N  3.906  3.352  0.825
C  2.561  3.109  0.755
C  1.773  3.893  -0.136
C  2.503  4.953  -0.912
C  2.564  6.318  -0.183
O  1.488  7.177  -0.481
C  0.423  3.633  -0.228
I  -0.722  4.737  -1.617
C  -0.175  2.586  0.552
P  -1.951  2.183  0.365
S  -2.265  0.420  -0.426
C  0.608  1.869  1.429
I  -0.216  0.396  2.683
C  1.994  2.110  1.542
N  2.726  1.361  2.417
C  3.983  1.633  2.429
Cl  4.963  0.694  3.520
H  5.894  0.643  0.193
H  5.315  1.858  -1.003
H  6.905  1.146  -1.134
H  6.798  3.392  -0.214
H  6.609  2.403  2.460
H  6.185  3.964  1.785
H  3.531  4.648  -1.056
H  2.068  5.036  -1.903
H  2.524  6.135  0.885
H  3.514  6.776  -0.452
H  1.551  7.461  -1.395
H  -2.557  2.362  1.620
H  -2.562  3.124  -0.456
C  9.202  4.406  8.369
C  10.091  3.254  7.952
O  9.368  2.016  7.895
C  8.601  1.851  6.820
O  8.485  2.623  5.904
O  7.987  0.673  6.926
C  7.078  0.396  5.859
H  8.703  4.179  9.312
H  9.793  5.314  8.493
H  8.432  4.597  7.623
H  10.873  3.097  8.692
H  10.574  3.446  6.994
H  7.566  0.499  4.892
H  6.222  1.062  5.922
H  6.745  -0.631  5.987
C  -8.240  4.517  1.374
C  -7.828  3.710  0.161
O  -6.568  3.052  0.364
C  -6.608  1.957  1.116
O  -7.589  1.473  1.618
O  -5.361  1.495  1.234
C  -5.235  0.362  2.096
H  -7.451  5.215  1.656
H  -9.151  5.078  1.163
H  -8.428  3.869  2.229
H  -7.674  4.368  -0.692
H  -8.588  2.980  -0.115
H  -5.924  -0.429  1.807
H  -5.414  0.659  3.126
H  -4.218  -0.012  2.009
C  -4.549  6.659  7.092
C  -3.619  5.566  6.610
O  -4.277  4.292  6.553
C  -5.081  4.111  5.508
O  -5.275  4.895  4.616
O  -5.624  2.898  5.609
C  -6.566  2.594  4.577
H  -4.995  6.384  8.049
H  -4.002  7.594  7.213
H  -5.359  6.824  6.384
H  -2.799  5.434  7.313
H  -3.189  5.805  5.638
H  -6.132  2.747  3.593
H  -7.461  3.203  4.694
H  -6.840  1.549  4.682
C  -1.337  -0.323  -4.519
C  -0.608  -1.072  -3.426
O  0.096  -2.217  -3.945
C  1.236  -1.956  -4.572
O  1.735  -0.873  -4.730
O  1.741  -3.116  -5.005
C  2.934  -2.976  -5.780
H  -1.995  -0.994  -5.073
H  -1.934  0.481  -4.088
H  -0.638  0.111  -5.233
H  -1.324  -1.466  -2.709
H  0.079  -0.425  -2.882
H  3.684  -2.394  -5.250
H  2.704  -2.508  -6.735
H  3.324  -3.975  -5.957
C  -6.804  -2.591  -8.634
C  -7.139  -1.437  -7.714
O  -7.285  -1.865  -6.353
C  -6.145  -2.094  -5.701
O  -5.035  -1.954  -6.144
O  -6.447  -2.506  -4.472
C  -5.312  -2.871  -3.682
H  -7.543  -3.386  -8.531
H  -6.789  -2.256  -9.671
H  -5.829  -3.012  -8.395
H  -8.102  -1.008  -7.985
H  -6.393  -0.645  -7.776
H  -4.578  -2.068  -3.655
H  -4.862  -3.783  -4.071
H  -5.670  -3.058  -2.674
C  -3.787  -10.052  -1.930
C  -4.236  -9.232  -3.121
O  -3.998  -7.832  -2.926
C  -2.736  -7.438  -3.093
O  -1.811  -8.139  -3.407
O  -2.678  -6.129  -2.855
C  -1.357  -5.578  -2.922
H  -4.252  -9.680  -1.016
H  -4.061  -11.098  -2.065
H  -2.708  -9.993  -1.800
H  -5.313  -9.325  -3.255
H  -3.757  -9.566  -4.041
H  -0.875  -5.825  -3.865
H  -0.759  -5.940  -2.087
H  -1.459  -4.499  -2.847
C  7.519  -5.953  -0.431
C  6.730  -6.539  -1.582
O  5.354  -6.134  -1.546
C  5.111  -4.897  -1.972
O  5.926  -4.119  -2.398
O  3.804  -4.670  -1.860
C  3.406  -3.346  -2.223
H  7.043  -6.198  0.520
H  8.535  -6.348  -0.429
H  7.572  -4.868  -0.505
H  6.712  -7.625  -1.509
H  7.169  -6.278  -2.544
H  3.763  -3.087  -3.214
H  3.777  -2.631  -1.490
H  2.320  -3.322  -2.220

Mulliken atomic charge list, values in e, 5 entries: -0.809, -0.315, -1.030, -0.158, -0.219